ORCA calculation (wB97M-V/def2-TZVPD) on a single C5H4N2O molecule in a non-equilibrium geometry.

Output
E   -377.53035 Eh
SMILES   C=COC(C#N)C#N
Kohn-Sham gap   10.47 eV
LUMO energy   0.30 eV
HOMO   -10.1666 eV

```
! wB97M-V def2-TZVPD RIJCOSX def2/J DEFGRID3
* xyz 0 1
C 2.718 0.215 -0.434
C 1.517 -0.535 -0.274
O 0.902 -0.177 0.921
C -0.480 0.073 0.665
C -0.886 1.399 0.004
N -1.538 2.246 -0.492
C -1.255 -1.038 -0.103
N -1.816 -2.057 -0.390
H 3.253 0.993 0.222
H 3.251 -0.202 -1.277
H 1.176 -1.578 -0.856
H -1.106 0.199 1.566
*
```

natural (NBO) charges, unit e, in atom order: C -0.42; C 0.04; O -0.48; C -0.05; C 0.23; N -0.26; C 0.23; N -0.26; H 0.24; H 0.20; H 0.25; H 0.28